Below is a cluster of 8 separate species, C32H48O24 in total in a non-equilibrium geometry, with properties calculated with ωB97M-V/def2-TZVPD.

Geometry (Å):
C 1.012 3.754 0.456
C 2.285 2.932 0.569
C 2.867 2.912 2.024
O 3.315 1.578 2.113
C 2.733 0.795 1.188
O 2.912 -0.375 1.089
O 2.029 1.551 0.328
H 1.261 4.810 0.579
H 0.308 3.509 1.252
H 0.530 3.631 -0.513
H 3.088 3.311 -0.068
H 2.011 3.014 2.695
H 3.603 3.703 2.119
C -3.477 2.261 0.646
C -4.957 1.986 0.970
C -5.236 0.605 1.502
O -6.053 0.843 2.633
C -6.042 2.157 2.975
O -6.535 2.613 3.936
O -5.306 2.853 2.053
H -2.826 1.610 1.228
H -3.281 3.316 0.817
H -3.283 1.997 -0.395
H -5.653 2.235 0.167
H -4.305 0.124 1.805
H -5.688 0.028 0.696
C 1.804 1.386 5.201
C 0.738 0.269 5.146
C -0.629 0.806 5.462
O -1.257 0.875 4.174
C -0.456 0.315 3.247
O -0.674 0.187 2.080
O 0.671 -0.179 3.798
H 2.662 1.097 4.593
H 2.231 1.475 6.204
H 1.453 2.385 4.938
H 1.136 -0.466 5.843
H -0.564 1.804 5.895
H -1.250 0.188 6.112
C -0.693 -3.185 1.967
C 0.450 -4.051 1.474
C 1.735 -3.283 1.142
O 2.751 -4.076 1.746
C 2.210 -5.002 2.532
O 2.858 -5.800 3.150
O 0.871 -4.938 2.528
H -1.565 -3.742 2.317
H -1.017 -2.442 1.241
H -0.396 -2.685 2.894
H 0.153 -4.621 0.591
H 1.689 -2.288 1.581
H 1.856 -3.184 0.066
C 7.074 0.453 -2.023
C 5.627 0.114 -1.736
C 4.673 0.200 -2.927
O 3.877 -0.946 -2.816
C 4.340 -1.756 -1.865
O 3.832 -2.756 -1.494
O 5.477 -1.246 -1.344
H 7.497 -0.196 -2.793
H 7.657 0.391 -1.106
H 7.241 1.447 -2.445
H 5.316 0.779 -0.924
H 5.128 0.212 -3.925
H 4.123 1.147 -2.935
C 0.605 -0.824 -3.030
C -0.057 -0.878 -1.661
C -0.935 0.355 -1.355
O -2.146 -0.269 -0.908
C -2.167 -1.574 -1.175
O -3.079 -2.300 -0.959
O -0.949 -1.981 -1.616
H -0.219 -0.827 -3.751
H 1.302 -1.642 -3.172
H 1.051 0.152 -3.240
H 0.664 -1.013 -0.851
H -1.216 1.078 -2.124
H -0.491 0.950 -0.556
C 2.475 2.456 -5.836
C 3.274 2.374 -7.116
C 2.495 2.743 -8.376
O 3.126 3.949 -8.799
C 4.264 4.163 -8.141
O 5.090 4.970 -8.395
O 4.359 3.287 -7.087
H 1.436 2.143 -5.983
H 2.494 3.466 -5.419
H 2.760 1.798 -5.011
H 3.552 1.315 -7.159
H 1.431 2.859 -8.153
H 2.522 2.133 -9.283
C -4.975 -3.462 1.817
C -6.320 -2.976 2.343
C -7.533 -3.337 1.480
O -8.464 -3.893 2.400
C -7.873 -4.128 3.579
O -8.360 -4.671 4.515
O -6.593 -3.671 3.564
H -4.073 -3.104 2.307
H -4.923 -3.055 0.798
H -4.953 -4.544 1.696
H -6.249 -1.898 2.507
H -7.282 -4.089 0.727
H -7.988 -2.492 0.966

Its spin multiplicity is 1. The calculation puts the LUMO energy at -0.0141 Eh. For the orbital gap, the calculation gives 9.93 eV. For the total energy, the calculation gives -3054.0114 hartree. The structure (SMILES) is C[C@H]1COC(=O)O1.C[C@H]1COC(=O)O1.C[C@H]1COC(=O)O1.C[C@H]1COC(=O)O1.C[C@H]1COC(=O)O1.C[C@H]1COC(=O)O1.C[C@H]1COC(=O)O1.C[C@H]1COC(=O)O1.

Atom charges from the Mulliken analysis, given in e for atoms 1 to 99: C -1.433; C 0.305; C -0.438; O -0.340; C 0.541; O -0.542; O -0.109; H 0.457; H 0.228; H 0.339; H 0.278; H 0.146; H 0.401; C -0.840; C 0.400; C -0.087; O -0.342; C 0.495; O -0.521; O -0.407; H -0.097; H 0.498; H 0.202; H 0.316; H 0.057; H 0.340; C -1.416; C 0.384; C -0.604; O -0.338; C 0.317; O -0.022; O -0.316; H 0.251; H 0.514; H 0.323; H 0.406; H 0.290; H 0.310; C -0.905; C 0.635; C 0.738; O -0.419; C 0.515; O -0.592; O -0.426; H 0.357; H 0.095; H 0.127; H 0.276; H -0.434; H 0.021; C -1.719; C 0.993; C -0.306; O -0.207; C 0.622; O -0.537; O -0.380; H 0.409; H 0.375; H 0.371; H -0.082; H 0.299; H 0.190; C -1.814; C 1.968; C -0.290; O -0.196; C 0.489; O -0.586; O -0.435; H 0.428; H 0.344; H 0.327; H -0.547; H 0.399; H -0.075; C -0.939; C 0.651; C -0.438; O -0.343; C 0.617; O -0.509; O -0.366; H 0.355; H 0.375; H -0.136; H 0.215; H 0.268; H 0.272; C -1.296; C 0.913; C -0.377; O -0.361; C 0.607; O -0.532; O -0.403; H 0.179



Below is a cluster of 9 separate species, C32H48O28S in total, with properties calculated with ωB97M-V/def2-TZVPD.

Geometry (Å):
C 0.846 -0.564 1.518
O -0.389 -1.180 1.816
C -0.709 -2.250 0.939
C -1.251 -3.469 1.699
C -0.895 -3.538 3.178
C 0.603 -3.725 3.486
C 1.177 -2.576 4.302
C 2.704 -2.573 4.462
C 3.442 -2.804 3.140
S 2.840 -4.266 2.352
O 2.975 -5.382 3.244
O 3.355 -4.365 1.027
O 1.308 -3.901 2.219
H 0.726 0.248 0.791
H 1.258 -0.124 2.429
H 1.574 -1.276 1.126
H 0.165 -2.547 0.354
H -1.459 -1.905 0.225
H -2.344 -3.447 1.643
H -0.955 -4.384 1.186
H -1.251 -2.645 3.695
H -1.441 -4.385 3.603
H 0.736 -4.648 4.056
H 0.845 -1.614 3.906
H 0.732 -2.675 5.297
H 3.005 -1.584 4.819
H 3.037 -3.290 5.215
H 3.218 -1.993 2.441
H 4.517 -2.927 3.256
O 0.605 -0.514 -2.162
C -0.408 0.115 -2.158
O -0.539 1.356 -2.675
C -1.940 1.696 -2.686
C -2.492 0.799 -1.605
O -1.578 -0.310 -1.633
H -2.076 2.749 -2.478
H -2.351 1.466 -3.668
H -2.442 1.259 -0.616
H -3.504 0.462 -1.802
O 3.796 0.469 1.569
C 4.050 0.255 0.422
O 4.965 0.918 -0.309
C 5.126 0.232 -1.563
C 3.811 -0.519 -1.684
O 3.440 -0.695 -0.312
H 5.308 0.947 -2.356
H 5.983 -0.437 -1.477
H 3.031 0.062 -2.177
H 3.898 -1.488 -2.166
O -4.366 -6.330 1.587
C -3.409 -7.033 1.593
O -2.154 -6.626 1.895
C -1.315 -7.778 2.020
C -2.062 -8.805 1.190
O -3.417 -8.355 1.299
H -0.319 -7.549 1.649
H -1.256 -8.055 3.074
H -1.770 -8.782 0.139
H -1.981 -9.820 1.569
O -3.535 4.497 -2.066
C -3.160 4.794 -0.975
O -1.930 4.502 -0.489
C -1.762 5.184 0.762
C -3.198 5.390 1.202
O -3.896 5.442 -0.052
H -1.179 4.570 1.442
H -1.240 6.125 0.578
H -3.578 4.550 1.782
H -3.361 6.310 1.755
O -4.863 0.980 -3.781
C -4.769 0.328 -4.771
O -5.678 -0.576 -5.194
C -5.327 -0.987 -6.521
C -3.841 -0.686 -6.567
O -3.725 0.391 -5.630
H -5.568 -2.037 -6.654
H -5.897 -0.387 -7.232
H -3.234 -1.521 -6.215
H -3.487 -0.363 -7.542
O 7.409 2.158 -1.833
C 7.897 2.697 -0.892
O 9.199 2.601 -0.539
C 9.454 3.542 0.508
C 8.071 3.749 1.097
O 7.226 3.485 -0.026
H 10.173 3.125 1.208
H 9.860 4.454 0.067
H 7.837 3.029 1.883
H 7.894 4.757 1.461
O 0.407 4.892 -8.195
C 0.510 4.460 -7.094
O 1.228 3.359 -6.762
C 1.306 3.280 -5.334
C 0.091 4.078 -4.907
O -0.073 4.994 -5.994
H 1.278 2.243 -5.012
H 2.241 3.740 -5.009
H -0.806 3.462 -4.830
H 0.232 4.624 -3.978
O -2.687 4.121 5.269
C -3.766 3.660 5.088
O -4.327 2.673 5.820
C -5.701 2.547 5.441
C -5.704 3.133 4.041
O -4.612 4.058 4.104
H -5.997 1.503 5.480
H -6.310 3.127 6.137
H -5.488 2.385 3.277
H -6.619 3.662 3.786

Its spin multiplicity is 1. The calculation puts the LUMO energy at 0.0092 Eh. For the orbital gap, the calculation gives 9.39 eV. For the total energy, the calculation gives -3753.1348 hartree. The structure (SMILES) is COCCC[C@@H]1CCCS(=O)(=O)O1.O=C1OCCO1.O=C1OCCO1.O=C1OCCO1.O=C1OCCO1.O=C1OCCO1.O=C1OCCO1.O=C1OCCO1.O=C1OCCO1.

Atom charges from the Mulliken analysis, given in e for atoms 1 to 99: C -0.514; O -0.427; C -0.111; C -0.748; C -1.360; C 0.253; C -0.674; C -1.072; C 0.099; S 1.277; O -0.702; O -0.672; O -0.349; H 0.232; H 0.378; H 0.076; H 0.293; H 0.322; H 0.429; H 0.237; H 0.391; H 0.470; H 0.691; H 0.146; H 0.455; H 0.418; H 0.325; H -0.417; H 0.573; O -0.570; C 0.484; O -0.203; C 0.537; C -0.322; O -0.294; H -0.186; H -0.035; H 0.171; H 0.459; O -0.575; C 0.511; O -0.291; C -0.352; C -0.231; O -0.129; H 0.363; H 0.262; H 0.103; H 0.321; O -0.522; C 0.581; O -0.169; C -0.253; C -0.387; O -0.355; H 0.291; H 0.245; H 0.268; H 0.309; O -0.526; C 0.656; O -0.300; C -0.374; C -0.043; O -0.355; H 0.328; H 0.237; H 0.030; H 0.313; O -0.523; C 0.662; O -0.345; C -0.349; C -0.323; O -0.264; H 0.299; H 0.271; H 0.270; H 0.278; O -0.517; C 0.658; O -0.327; C -0.308; C -0.288; O -0.296; H 0.287; H 0.256; H 0.258; H 0.279; O -0.529; C 0.619; O -0.361; C -0.200; C 0.161; O -0.384; H 0.189; H 0.259; H -0.055; H 0.281



> What is the spin multiplicity in the second record?

1